# C34H73IN4O5S2

A cluster of 3 separate species, C34H73IN4O5S2 in total (the ωB97M-V functional and the def2-TZVPD basis, the Open Molecules 2025 dataset).

Last column: Löwdin charge in e.
Cartesian coordinates (Å):
C (-5.31886, -0.89181, -0.59409)  -0.098
C (-4.94058, -2.38044, -0.59276)  -0.258
C (-4.96253, -3.07132, -1.96159)  -0.224
C (-4.09547, -2.42653, -3.04045)  -0.225
C (-2.59831, -2.58931, -2.79017)  -0.218
C (-1.76057, -1.72749, -3.72823)  -0.215
C (-0.25779, -1.88959, -3.51498)  -0.183
C (0.54408, -0.65413, -3.92082)  -0.215
N (0.01057, 0.55435, -3.28254)  -0.244
C (0.26517, 1.79655, -4.02972)  -0.207
C (-0.54853, 2.96427, -3.50087)  -0.200
C (-2.05179, 2.73080, -3.60020)  -0.217
C (-2.87834, 3.96856, -3.25712)  -0.203
C (-2.80169, 4.36176, -1.77527)  -0.214
C (-3.02911, 5.85657, -1.52863)  -0.214
C (-2.39265, 6.38958, -0.24021)  -0.262
C (-2.70498, 5.57475, 1.02278)  -0.106
C (0.31504, 0.66118, -1.89369)  -1.076
S (-0.84591, 0.72872, -0.75920)  0.757
S (2.03586, 0.73563, -1.57958)  0.964
C (2.13257, 0.93703, 0.20408)  -0.504
C (1.96046, -0.35579, 0.99714)  -0.259
C (3.25899, -1.17886, 1.12481)  -0.169
C (3.72455, -1.32671, 2.55938)  -0.241
O (2.93110, -2.33382, 3.17026)  -0.179
C (3.25204, -2.60400, 4.50936)  -0.298
C (2.00494, -2.60617, 5.37833)  -0.730
I (1.09400, -0.63566, 5.30082)  0.810
N (2.27389, -2.99836, 6.72723)  -0.085
C (1.84354, -4.34358, 7.09994)  -0.200
C (1.60635, -4.43006, 8.61132)  -0.078
C (0.25443, -3.90463, 9.02986)  -0.521
O (0.05463, -3.07454, 9.86804)  0.120
O (-0.75530, -4.50303, 8.33755)  0.086
H (-4.70134, -0.32867, 0.10613)  0.066
H (-6.35749, -0.74479, -0.29607)  0.066
H (-5.18519, -0.42733, -1.57053)  0.055
H (-5.64723, -2.91249, 0.04871)  0.098
H (-3.96188, -2.51894, -0.12876)  0.093
H (-4.62167, -4.10310, -1.82407)  0.107
H (-5.99532, -3.14283, -2.31608)  0.107
H (-4.31678, -1.36091, -3.14394)  0.096
H (-4.34232, -2.87930, -4.00614)  0.112
H (-2.37784, -2.26838, -1.76640)  0.102
H (-2.32404, -3.64584, -2.87896)  0.120
H (-2.04401, -0.68606, -3.56074)  0.096
H (-2.02844, -1.95825, -4.76587)  0.118
H (0.11094, -2.73953, -4.09400)  0.115
H (-0.06236, -2.09682, -2.45762)  0.106
H (0.48777, -0.50369, -5.00057)  0.123
H (1.60220, -0.81562, -3.68263)  0.089
H (1.33711, 2.03970, -4.05940)  0.108
H (-0.05275, 1.59225, -5.05502)  0.121
H (-0.25380, 3.20171, -2.47597)  0.093
H (-0.29402, 3.84879, -4.09599)  0.119
H (-2.35599, 1.91282, -2.94175)  0.079
H (-2.29184, 2.40497, -4.61844)  0.114
H (-3.92473, 3.77160, -3.50381)  0.114
H (-2.55338, 4.81375, -3.87385)  0.088
H (-1.84901, 4.05236, -1.33491)  0.100
H (-3.57403, 3.79930, -1.24368)  0.111
H (-4.10070, 6.07760, -1.51942)  0.116
H (-2.61279, 6.41592, -2.37217)  0.094
H (-2.76031, 7.40778, -0.08658)  0.098
H (-1.31253, 6.48092, -0.38020)  0.101
H (-3.56909, 5.97986, 1.55029)  0.068
H (-2.89730, 4.52555, 0.80217)  0.057
H (-1.86965, 5.60519, 1.72386)  0.066
H (3.12030, 1.36599, 0.39043)  0.077
H (1.39501, 1.68437, 0.49274)  0.051
H (1.17499, -0.96916, 0.55704)  0.086
H (1.60314, -0.09476, 1.99699)  0.084
H (4.06225, -0.71325, 0.54785)  0.110
H (3.09796, -2.18071, 0.72526)  0.117
H (3.58813, -0.38426, 3.10573)  0.108
H (4.78581, -1.60139, 2.60369)  0.125
H (3.97292, -1.87655, 4.90114)  0.122
H (3.70015, -3.60657, 4.57634)  0.125
H (1.27158, -3.27358, 4.93186)  0.088
H (3.26023, -2.87752, 6.92604)  0.120
H (0.91739, -4.57707, 6.57680)  0.117
H (2.58748, -5.10037, 6.82378)  0.106
H (1.66117, -5.47354, 8.92841)  0.127
H (2.35179, -3.84352, 9.14455)  0.124
H (-1.56487, -4.40519, 8.85776)  0.125
C (-2.80491, 6.25486, -6.48415)  -0.109
O (-2.75424, 7.17319, -5.41054)  -0.201
C (-1.56182, 7.92445, -5.29895)  -0.213
C (-1.50829, 9.17651, -6.18217)  -0.437
C (-1.24841, 8.88118, -7.65532)  -0.070
N (-2.70995, 10.00374, -6.06690)  0.039
H (-1.81926, 5.81906, -6.67941)  0.091
H (-3.18220, 6.71055, -7.40294)  0.076
H (-3.48792, 5.45815, -6.18966)  0.084
H (-1.51591, 8.24015, -4.25314)  0.118
H (-0.69212, 7.27969, -5.48804)  0.119
H (-0.66825, 9.77249, -5.81019)  0.135
H (-2.14143, 8.49272, -8.14604)  0.065
H (-0.96601, 9.79670, -8.17362)  0.075
H (-0.44423, 8.15352, -7.77964)  0.078
H (-2.82470, 10.31224, -5.10667)  0.071
H (-3.51877, 9.41724, -6.25255)  0.070
C (6.14426, -5.64812, 4.73367)  -0.111
O (5.35630, -6.25680, 5.73836)  -0.197
C (4.38003, -7.17160, 5.27645)  -0.220
C (4.88966, -8.59099, 5.00274)  -0.436
C (5.68426, -8.72062, 3.70774)  -0.068
N (5.68489, -9.13242, 6.10509)  0.040
H (5.55827, -5.46734, 3.82606)  0.088
H (7.01824, -6.24991, 4.47402)  0.076
H (6.49015, -4.69212, 5.12608)  0.087
H (3.63576, -7.22360, 6.07610)  0.111
H (3.87860, -6.76400, 4.38724)  0.120
H (3.99686, -9.21758, 4.90820)  0.136
H (6.68922, -8.31111, 3.81540)  0.065
H (5.78975, -9.77127, 3.44102)  0.077
H (5.18926, -8.20476, 2.88291)  0.079
H (5.12472, -9.17150, 6.95061)  0.072
H (6.43283, -8.47704, 6.31349)  0.071

**Gap between HOMO and LUMO**: 8.5465 eV
**LUMO level**: 0.0 eV
**Strongest force on any atom**: 0.5 eV/Å
**SMILES string**: CCCCCCCCN(CCCCCCCC)C(=S)SCCCCOC[C@H](I)NCCC(=O)O.COC[C@@H](C)N.COC[C@@H](C)N
**Charge**: 0